DFT (ωB97M-V/def2-TZVPD) results for a single C6H10 molecule.

Positions of all 16 atoms, in Å:
C (0.22111, -2.19239, -1.02660)
C (0.74192, -0.97964, -0.94213)
C (0.89396, -0.20430, 0.33793)
C (-0.18144, 0.86554, 0.48044)
C (0.18195, 2.12835, 0.65712)
C (-1.62245, 0.42926, 0.48512)
H (-0.07248, -2.71202, -0.12439)
H (0.06292, -2.73647, -1.94400)
H (1.05729, -0.41377, -1.80905)
H (1.85282, 0.30049, 0.38966)
H (0.81742, -0.86050, 1.20478)
H (-0.51108, 2.94905, 0.80327)
H (1.22905, 2.42506, 0.64274)
H (-2.15060, 1.00104, -0.28255)
H (-2.11184, 0.60108, 1.43755)
H (-1.72183, -0.62966, 0.24768)

The value obtained for the relative energy (zero: lowest compared OMol25 entry of this formula, charge and spin) is 95.3 kJ/mol. As for the calculated total energy: -6382.8721 eV. As for the maximum force: 0.0118 Eh/bohr. Its SMILES is C=CCC(=C)C.

---

DFT (ωB97M-V/def2-TZVPD) results for 10 unconnected molecules or ions with the total composition C66H75ClF3NO5PS2 in a non-equilibrium geometry.

Positions of all 154 atoms, in Å:
C (-3.40208, -3.75985, -0.06608)
C (-3.44363, -2.88248, -1.05549)
P (-2.13005, -2.48065, -2.35258)
O (-3.28090, -1.67050, -3.37997)
C (-2.35327, -4.12077, -3.34709)
C (-3.69640, -4.86246, -3.32266)
C (-4.83192, -4.25266, -4.15695)
C (-5.79114, -3.31502, -3.42390)
S (-6.95571, -4.17920, -2.39661)
O (-6.39330, -5.33079, -1.77555)
O (-8.20639, -4.30330, -3.08340)
Cl (-7.26630, -2.78821, -0.91608)
C (-0.74879, -1.93976, -3.63003)
O (0.51290, -2.67582, -3.56879)
C (1.60125, -1.95059, -3.46369)
F (1.62090, -1.16886, -2.35019)
F (1.79702, -1.09083, -4.50663)
F (2.67418, -2.75291, -3.41148)
C (-1.80474, -0.87350, -1.34271)
C (-2.54436, 0.39638, -1.74123)
C (-1.93118, 1.59731, -1.01104)
O (-3.91400, 0.27972, -1.35216)
N (-0.78156, -3.35887, -1.30114)
C (-0.18526, -3.07146, -0.33845)
S (0.64252, -2.67486, 0.97662)
H (-2.72913, -4.61035, -0.06467)
H (-4.05725, -3.66785, 0.79549)
H (-4.29273, -2.20407, -1.09473)
H (-3.20779, -2.01790, -4.27261)
H (-1.58935, -4.82184, -3.00592)
H (-2.10603, -3.94461, -4.40288)
H (-3.50379, -5.83400, -3.79524)
H (-4.03929, -5.12109, -2.32449)
H (-4.41710, -3.69097, -4.99771)
H (-5.42535, -5.05415, -4.60665)
H (-5.27555, -2.56186, -2.83274)
H (-6.43779, -2.78256, -4.12385)
H (-0.54121, -0.87568, -3.51572)
H (-1.10236, -2.07268, -4.65405)
H (-0.74416, -0.62110, -1.41336)
H (-2.06763, -1.02650, -0.29364)
H (-2.43174, 0.59395, -2.81283)
H (-2.58523, 2.46857, -1.11083)
H (-1.85549, 1.37041, 0.05493)
H (-0.93800, 1.83411, -1.39653)
H (-4.41162, 0.96258, -1.80921)
C (4.09565, 0.82731, -2.09906)
C (4.59678, 1.61384, -1.07051)
C (5.66467, 2.47029, -1.30388)
C (6.22979, 2.54445, -2.56980)
C (5.72831, 1.75939, -3.60016)
C (4.66371, 0.89978, -3.36429)
H (3.26555, 0.16102, -1.91736)
H (4.15208, 1.55934, -0.08446)
H (6.05474, 3.08082, -0.49844)
H (7.06051, 3.21501, -2.75468)
H (6.16783, 1.82002, -4.58871)
H (4.27099, 0.28485, -4.16419)
C (2.90654, 4.80285, 1.85291)
C (3.40351, 5.58998, 2.88331)
C (4.46831, 6.44932, 2.64928)
C (5.03276, 6.52468, 1.38309)
C (4.53481, 5.73973, 0.35236)
C (3.47318, 4.87653, 0.58784)
H (2.07796, 4.13046, 2.03509)
H (2.95979, 5.53264, 3.86927)
H (4.86087, 7.06235, 3.45137)
H (5.86197, 7.19836, 1.20325)
H (4.97406, 5.79739, -0.63578)
H (3.08943, 4.25941, -0.21459)
C (-11.30092, 0.68188, -4.23592)
C (-10.88098, 1.53858, -3.22799)
C (-10.03601, 1.07217, -2.22896)
C (-9.60848, -0.24784, -2.24445)
C (-10.02527, -1.10546, -3.25459)
C (-10.87503, -0.64021, -4.24887)
H (-11.96058, 1.04387, -5.01394)
H (-11.21235, 2.56972, -3.22001)
H (-9.70982, 1.73775, -1.43981)
H (-8.94888, -0.61888, -1.47213)
H (-9.68568, -2.13451, -3.26162)
H (-11.20727, -1.30863, -5.03344)
C (1.15343, -2.80850, 6.09380)
C (2.01980, -2.17088, 6.97185)
C (3.10254, -1.45696, 6.47755)
C (3.31571, -1.37347, 5.10825)
C (2.44661, -2.00867, 4.23164)
C (1.36681, -2.72935, 4.72419)
H (0.30928, -3.36804, 6.47661)
H (1.85293, -2.22853, 8.04080)
H (3.78016, -0.96216, 7.16253)
H (4.15861, -0.81322, 4.72332)
H (2.60831, -1.94429, 3.16280)
H (0.69429, -3.22631, 4.03607)
C (-16.86508, -0.71430, -5.16712)
C (-16.47334, -1.85795, -4.48512)
C (-15.26372, -1.88023, -3.80425)
C (-14.44526, -0.75872, -3.80012)
C (-14.83935, 0.38492, -4.48103)
C (-16.04688, 0.40704, -5.16567)
H (-17.80747, -0.69695, -5.69996)
H (-17.11117, -2.73285, -4.48438)
H (-14.95600, -2.77350, -3.27576)
H (-13.50351, -0.77670, -3.26841)
H (-14.20473, 1.26125, -4.47708)
H (-16.35061, 1.29913, -5.69897)
C (7.73440, 10.90190, 3.30046)
C (8.42143, 10.20770, 2.31423)
C (8.60419, 8.83655, 2.42979)
C (8.09583, 8.15910, 3.52949)
C (7.40627, 8.85292, 4.51430)
C (7.22783, 10.22480, 4.40112)
H (7.59206, 11.97123, 3.21035)
H (8.81319, 10.73526, 1.45396)
H (9.14127, 8.29474, 1.66173)
H (8.23217, 7.08867, 3.61638)
H (7.00641, 8.32317, 5.36965)
H (6.69188, 10.76619, 5.17021)
C (1.47010, -6.49952, 0.79243)
C (2.20518, -5.88381, 1.79551)
C (3.18294, -6.59557, 2.47725)
C (3.43040, -7.92301, 2.15268)
C (2.69643, -8.53870, 1.14772)
C (1.71527, -7.82725, 0.46960)
H (0.70938, -5.93747, 0.26470)
H (2.00663, -4.84817, 2.03595)
H (3.75222, -6.11345, 3.26255)
H (4.19538, -8.47779, 2.68223)
H (2.88969, -9.57343, 0.89228)
H (1.14111, -8.30748, -0.31290)
C (9.58403, 2.01537, -4.08267)
C (10.07895, 2.80387, -3.05300)
C (11.14686, 3.65961, -3.28531)
C (11.71699, 3.73111, -4.54905)
C (11.22107, 2.94417, -5.57927)
C (10.15639, 2.08453, -5.34528)
H (8.75135, 1.34844, -3.89855)
H (9.62963, 2.74919, -2.06937)
H (11.53522, 4.27134, -2.48084)
H (12.54802, 4.40081, -4.73104)
H (11.66458, 3.00093, -6.56530)
H (9.77113, 1.46815, -6.14754)
C (4.13047, 0.36553, 11.25439)
C (4.41358, -0.34532, 10.09635)
C (4.39703, -1.73327, 10.11131)
C (4.09103, -2.40966, 11.28425)
C (3.80585, -1.69909, 12.44192)
C (3.82790, -0.31133, 12.42768)
H (4.14411, 1.44788, 11.24163)
H (4.64585, 0.18425, 9.18111)
H (4.61900, -2.28825, 9.20845)
H (4.07368, -3.49197, 11.29454)
H (3.56500, -2.22739, 13.35568)
H (3.60755, 0.24307, 13.33108)

The value obtained for the relative energy (zero: lowest compared OMol25 entry of this formula, charge and spin) is 0.0 kJ/mol. As for the calculated total energy: -133020.8124 eV. As for the maximum force: 0.0212 Eh/bohr. Its net charge is -1.

---

| no. | HOMO energy (eV) | gap between HOMO and LUMO (eV) |
| --- | --- | --- |
| 1 | -9.33 | 10.473 |
| 2 | -5.31 | 7.135 |